1.
20
Properties=species:S:1:pos:R:3:lowdin_charge:R:1 method="wB97M-V/def2-TZVPD" smiles="CNC[C@@H](N)CC=O" de_lowest_kj_mol=189.5 molar_mass_g_mol=116.16 gap_ev=9.555
H -2.2879 0.3212 2.2261 0.0805
C -1.4969 0.9636 1.8212 -0.1245
O 2.3540 -0.8898 0.8223 0.0375
N -1.6361 1.2551 0.4167 -0.1437
H 3.1767 0.5432 -0.2405 0.1187
H -2.2280 -0.6703 -0.2506 0.1163
H -0.5466 0.4516 1.9768 0.0693
H -0.0972 -1.2220 -2.4455 0.0745
C -1.5513 0.1648 -0.5055 -0.2129
C 2.2306 0.0646 0.0894 -0.2615
C 0.9657 0.4734 -0.6016 -0.1296
C -0.1812 -0.5406 -0.4998 -0.4169
H 0.7195 1.4567 -0.1901 0.1156
H 1.2494 0.6154 -1.6490 0.1194
H 0.4575 -2.3598 -1.3316 0.0761
H -1.3548 1.8631 2.4201 0.0808
N -0.1379 -1.5700 -1.5005 0.0521
H -2.2782 2.0009 0.2234 0.1042
H -0.0595 -1.0299 0.4624 0.1236
H -1.8122 0.5384 -1.4940 0.1204


2.
13
Properties=species:S:1:pos:R:3:lowdin_charge:R:1 method="wB97M-V/def2-TZVPD" de_lowest_kj_mol=164.3 charge=+1 molar_mass_g_mol=187.00 gap_ev=8.816
N 1.3317 -1.4531 0.0637 0.2008
H -1.3816 -0.8361 0.5456 0.1188
I -0.2730 0.4438 -2.8587 0.7849
N -1.1659 1.1548 0.5500 0.0042
H -2.1647 1.2724 0.9250 0.1494
H -0.5478 1.7859 0.8734 0.0299
C -0.6172 -0.1399 0.7919 -0.2419
H 2.2781 -1.4592 -0.2373 0.1385
H 1.2117 0.3519 -0.6226 0.0543
C 0.6066 -0.3901 -0.1441 -0.1983
H 0.9928 -2.2462 0.5729 0.1479
H -0.1570 -0.3116 1.8154 0.1554
H -0.1137 1.8273 -2.2751 -0.3438


3.
8
Properties=species:S:1:pos:R:3:lowdin_charge:R:1 method="wB97M-V/def2-TZVPD" smiles="O=C=CF.OCl" de_lowest_kj_mol=438.2 molar_mass_g_mol=112.49 gap_ev=8.977
O -1.7829 -2.3449 1.0269 0.1676
F -1.1415 0.8864 -0.5276 -0.0362
Cl 2.4524 0.4170 -0.6340 0.5883
O 1.8740 1.7353 0.1968 -0.5998
C -1.4772 -1.2958 0.5448 -0.1029
H 0.0942 -0.5300 -0.6226 0.0379
C -0.8412 -0.4264 -0.1845 -0.1308
H 0.8221 1.5583 0.2001 0.0759


4.
15
Properties=species:S:1:pos:R:3:lowdin_charge:R:1 method="wB97M-V/def2-TZVPD" de_lowest_kj_mol=258.8 molar_mass_g_mol=96.13 gap_ev="7.575 / 7.577"
H 0.9180 2.0939 1.0930 0.1109
H 2.9736 0.6091 0.0646 0.0763
H 2.5767 -1.1122 0.1892 0.0755
C -2.6642 -0.1535 -0.0483 0.0272
C 2.2889 -0.1669 -0.2917 -0.0754
H -2.8448 -0.9969 -0.6983 0.0688
H -0.2960 -1.5670 0.4330 0.1404
C -0.2971 -0.6952 -0.2339 -0.0751
H -3.4571 0.4476 0.3701 0.0730
H -0.4602 -1.0427 -1.2582 0.1318
N -1.0157 1.2561 0.8406 0.0337
H 2.4573 -0.2920 -1.3703 0.0747
C 0.3681 1.2492 0.6888 -0.1237
N -1.4260 0.1732 0.1959 -0.2355
C 0.8785 0.1972 0.0255 -0.3026


5.
41
Properties=species:S:1:pos:R:3:lowdin_charge:R:1 method="wB97M-V/def2-TZVPD" de_lowest_kj_mol=1195.0 charge=-1 molar_mass_g_mol=427.18 gap_ev=8.490
H 0.8487 -3.2571 0.1104 0.1258
C 1.8098 3.2040 1.3638 -0.8823
H 0.5214 1.6804 1.2369 -0.0889
H 0.8472 2.3469 2.7235 0.1182
O -2.2188 -3.1869 -2.2245 0.0469
N 2.0392 2.9878 0.1304 0.1396
H 2.4589 -0.3648 -0.2429 -0.0415
N 3.0470 -1.1501 -0.0028 0.1338
H -0.3464 -2.1068 0.0613 -0.0474
N 1.3764 -2.4127 -0.0586 0.0822
H -0.4481 -0.7230 -1.5029 -0.2755
H -2.9627 3.6989 -2.3702 0.0927
H -0.3001 -1.6205 0.9624 -0.0313
H -4.2591 2.6434 -2.8679 0.1114
H 0.7777 -1.6084 -0.1803 -0.1159
H 4.0444 -0.9920 0.0146 0.1115
C -0.5385 -1.1519 2.8691 -0.7833
O -2.9610 0.6132 -2.2609 0.0535
N -3.3276 2.7657 -2.4971 0.1362
I 0.2565 0.3637 -0.4058 1.4676
N -1.4468 2.1703 -1.7689 0.0844
H 2.8404 3.5085 -0.1970 0.1227
H -0.0441 0.2051 1.5674 -0.1330
C 2.6110 -2.3793 0.1609 -0.8004
O -0.8372 -1.4667 4.0022 0.0279
H -1.0157 -1.2432 -3.0370 0.1228
H 1.4739 2.3454 -0.4061 -0.0381
H -1.2878 -3.5520 0.0134 0.1415
N 0.8968 2.4817 1.7237 0.1220
H -0.7866 1.5838 -1.2787 -0.2177
C -1.3822 -2.5573 -1.6334 -0.8122
H -1.4106 3.1794 -1.7476 0.1095
H -1.0361 -2.8561 1.9790 0.1378
N -0.1146 0.0274 2.5591 0.1126
C -2.5900 1.7458 -2.1058 -0.8241
O 3.2937 -3.3128 0.5056 0.0418
H 0.0863 0.6719 3.3104 0.1160
N -0.5702 -1.9663 1.8721 0.1557
N -0.9584 -2.7210 -0.4567 0.0979
O 2.5219 3.8410 2.1303 0.0152
N -0.9084 -1.4354 -2.0513 0.0644


6.
111
Properties=species:S:1:pos:R:3:lowdin_spin:R:1 method="wB97M-V/def2-TZVPD" multiplicity=2 charge=-1 molar_mass_g_mol=558.88 gap_ev="1.701 / 9.535"
H -1.9450 -0.7809 3.3160 0.0001
H -3.2697 3.0701 -3.5551 0.0164
C -0.1794 -4.2443 -4.5125 0.0641
O 1.6180 0.4712 2.8490 0.0004
H -3.1850 0.4416 -4.3736 0.0949
H 2.1550 7.1851 -4.0176 0.0002
C 2.3574 -0.4902 3.5998 0.0015
H -3.6914 -0.2468 0.5145 0.0010
H 1.0081 4.5238 1.7855 0.0003
H -5.3062 -4.1614 -1.2588 0.0026
H 0.3230 2.8656 0.3023 0.0003
H -3.3474 -2.5232 -2.1712 0.0071
H 1.6362 -4.6182 -5.0878 0.0161
C -0.0733 -5.6236 0.9517 0.0157
H -2.2802 0.6614 -1.8211 0.0034
C -4.8049 -3.3004 -0.8166 0.0086
H -4.2016 1.1456 2.5881 0.0005
H 0.8075 -5.0308 1.1983 0.0054
H -1.6724 1.1503 -3.4741 0.0448
H 0.6053 0.2277 -0.8557 0.0021
C 1.2527 2.5710 -3.3528 0.0515
H -1.0875 -1.5200 -1.5883 0.0066
H 0.8655 3.0328 4.3973 0.0000
H 0.7110 -1.6946 4.4119 0.0002
H 4.7904 2.3605 1.6579 0.0000
C -1.5133 -4.9551 -4.7532 0.0427
O -4.2327 -1.0430 -1.2734 0.0192
C 0.8901 3.5796 2.3172 0.0005
H 0.1688 2.6743 -3.3030 0.0069
C 0.0095 2.6649 1.3268 0.0013
H -4.0612 -0.4398 -2.0003 0.0062
C -2.5024 1.1544 -2.7675 0.0497
C 6.1835 2.3683 0.0981 0.0011
O 0.7624 -5.0149 -5.1132 0.0333
H 3.1597 -0.6317 5.5042 0.0003
C -2.9915 2.5677 -2.6286 0.0374
H 0.4482 -1.8341 -2.3185 0.0224
O -3.4050 0.3876 -3.4407 0.1797
H -5.4928 -0.6064 2.0686 0.0005
H -2.2988 -4.2036 -4.8331 0.0157
H -2.2656 -4.1514 3.0066 0.0004
C -4.5125 -0.8706 2.4652 0.0014
H -0.6287 3.9246 3.7956 0.0002
H -5.4795 -2.8996 -0.0600 0.0004
H 0.8486 4.7388 4.2962 0.0001
H -0.5506 -5.8877 2.9755 0.0005
H 0.0380 -3.9702 -3.4802 0.0043
H 2.1103 -2.5155 4.2505 0.0012
H -2.7420 0.1932 4.3587 0.0001
H -1.7817 -5.5447 -3.8766 0.0038
H 3.7610 7.6115 -3.3053 0.0000
H 1.3493 -2.1462 2.7065 0.0011
C -0.0787 -1.8672 -1.3649 0.0308
C 3.0501 6.8133 -3.5190 0.0007
C 0.4587 3.8495 3.8010 0.0004
H -5.0396 -2.4177 -2.7246 0.0095
H 1.6179 -0.9591 -0.2544 0.0063
O -0.3232 -0.8645 0.7314 0.0021
H -1.0379 2.9552 1.2443 0.0007
H -4.6812 -1.1446 3.5066 0.0002
H 2.1721 2.0410 2.5773 0.0000
C 3.9607 1.0243 0.2278 0.0087
C 2.0211 3.4435 -2.3632 0.0039
C 2.6670 0.1550 4.9329 0.0006
C 2.7628 5.8098 -2.3977 0.0008
H -0.7813 -3.3540 2.4154 0.0002
O 4.0617 3.4984 0.2847 0.0001
H -0.0649 -2.8128 -0.8230 0.0026
H 0.2207 -6.6344 0.6692 0.0037
H 6.5870 1.3571 0.0457 0.0006
C -1.5424 -4.1018 2.1926 0.0017
H 1.5523 2.6801 -4.3952 0.0166
H -1.7609 -6.9623 1.0579 0.0019
H 1.7108 0.3486 5.4188 0.0001
H 3.5446 6.2372 -4.3011 0.0002
H 4.0787 0.7661 -0.8246 0.0065
H -0.5657 -5.3370 0.0224 0.0035
C 1.5407 -1.7610 3.7081 0.0037
H -1.5958 0.9127 3.3679 0.0001
H -3.8716 -3.5853 -0.3309 0.0010
H 4.2873 0.1346 0.7663 0.0024
O 1.9370 4.8239 -2.9338 0.0041
H 6.1756 2.7450 -0.9248 0.0003
H 0.9474 -0.0102 2.3590 0.0001
C -2.4193 0.2004 3.3176 0.0005
H -3.8272 2.6580 -1.9347 0.0026
H 2.2678 6.2889 -1.5530 0.0004
C -4.3748 -2.3251 -1.8658 0.0181
C 0.5567 -0.7674 -0.4134 0.0125
H -0.0264 -3.3106 -5.0537 0.0403
H -2.1212 3.0922 -2.2341 0.0031
H -2.0919 -3.6938 1.3442 0.0006
H -1.6517 -5.4816 -5.6975 0.0027
H 3.2373 -0.8134 3.0435 0.0014
H 0.0375 1.5864 1.4821 0.0001
C 4.7161 2.3624 0.5704 0.0003
H -1.0912 -0.2953 0.6434 0.0003
O -1.9932 -6.4281 1.8210 0.0042
O 2.1677 2.9441 2.2516 0.0000
H 2.8881 1.1588 0.3677 0.0001
H 1.5944 3.4949 -1.3616 0.0003
H -4.1047 -1.8060 2.0822 0.0001
H 1.4432 1.5419 -3.0482 0.0162
H 3.3108 3.5481 0.8807 0.0000
H 3.7325 5.4445 -2.0595 0.0000
H 3.0327 3.0376 -2.3786 0.0014
H 6.8224 3.0187 0.6954 0.0001
O -3.0453 0.2746 0.9966 0.0024
C -3.5602 0.2867 2.3907 0.0012
H 3.1498 1.1209 4.7846 0.0001
C -1.0185 -5.5441 2.0530 0.0029